Entry 1:
DFT (the ωB97M-V functional and the def2-TZVPD basis) results for C31H33AuBrGe2N2O2 as an isolated structure.

Atoms and positions in Å:
Au (-0.0687, -0.3092, -0.4342)
O (-0.2872, -3.2610, 3.2921)
C (-0.5680, -2.0947, 3.9263)
C (-0.1673, -1.9597, 5.2498)
C (-0.4187, -0.7818, 5.9302)
C (-1.0583, 0.2777, 5.2992)
C (-1.4688, 0.1389, 3.9843)
C (-1.2474, -1.0471, 3.2908)
C (-1.6594, -1.3015, 1.8585)
O (-0.5745, -1.5981, 1.0739)
N (-2.4945, -0.1432, 1.3655)
N (-2.1837, 0.4568, 0.2917)
C (-2.8110, 1.4895, -0.2356)
C (-2.2758, 2.1040, -1.3822)
Br (-0.5565, 1.5673, -2.0720)
C (-2.8129, 3.1955, -2.0468)
C (-4.1518, 3.6642, -2.0256)
C (-4.3635, 5.0187, -2.3817)
C (-5.6265, 5.5609, -2.3453)
C (-6.7113, 4.7548, -2.0058)
C (-6.5362, 3.3981, -1.7216)
C (-5.2757, 2.8524, -1.7333)
H (-0.2564, -3.1182, 2.3349)
H (0.3459, -2.7854, 5.7229)
H (-0.1034, -0.6853, 6.9601)
H (-1.2400, 1.2009, 5.8309)
H (-1.9574, 0.9788, 3.5036)
H (-2.3748, -2.1408, 1.8045)
H (-3.3199, 0.1168, 1.9067)
H (-3.6828, 1.9290, 0.2406)
H (-2.1211, 3.7754, -2.6496)
H (-3.5136, 5.6318, -2.6533)
H (-5.7816, 6.6015, -2.5919)
H (-7.7076, 5.1767, -1.9965)
H (-7.3980, 2.7755, -1.5264)
H (-5.1535, 1.7861, -1.6072)
C (2.4196, 2.2541, 0.5389)
Ge (3.1572, 0.4681, 0.8693)
C (2.7066, -0.1855, 2.6507)
C (5.0707, 0.3211, 0.4576)
Ge (2.2851, -1.1095, -0.8244)
C (2.3713, -2.9950, -0.4616)
C (2.1495, -3.4315, 0.8489)
C (2.2563, -4.7718, 1.1729)
C (2.6125, -5.6886, 0.1901)
C (2.8619, -5.2647, -1.1087)
C (2.7394, -3.9243, -1.4379)
C (2.1951, -0.6655, -2.7015)
C (2.7462, 0.5462, -3.1394)
C (2.6873, 0.9046, -4.4770)
C (2.0484, 0.0684, -5.3843)
C (1.4682, -1.1205, -4.9576)
C (1.5416, -1.4887, -3.6245)
H (2.9112, 2.9823, 1.1839)
H (1.3529, 2.2748, 0.7703)
H (2.5586, 2.5698, -0.4948)
H (2.9322, 0.5915, 3.3819)
H (3.2969, -1.0670, 2.8985)
H (1.6494, -0.4385, 2.7351)
H (5.6384, 0.9448, 1.1492)
H (5.2942, 0.6515, -0.5562)
H (5.4072, -0.7083, 0.5777)
H (1.8907, -2.7163, 1.6217)
H (2.0709, -5.1011, 2.1865)
H (2.7084, -6.7366, 0.4401)
H (3.1574, -5.9805, -1.8637)
H (2.9507, -3.6032, -2.4500)
H (3.2455, 1.2049, -2.4363)
H (3.1425, 1.8258, -4.8148)
H (2.0048, 0.3430, -6.4298)
H (0.9648, -1.7619, -5.6683)
H (1.0881, -2.4178, -3.3002)

Cartesian forces (eV/Å) of the 3 atoms listed first:
-0.338 -0.190 0.252
0.032 -0.097 -0.010
-0.013 0.101 0.053

Values from the calculation:
- spin multiplicity = 2
- HOMO (alpha / beta) (eV) = -13.123 / -13.119
- charge = +2

Entry 2:
DFT (the ωB97M-V functional and the def2-TZVPD basis) results for a single C6H6O2S molecule.

Atoms and positions in Å:
C (-1.1840, -2.6500, 0.1201)
C (-0.6767, -1.5894, -0.0687)
C (1.0653, 1.3502, 0.7005)
C (0.0983, 0.7025, 0.0195)
C (0.3855, -0.6436, -0.5510)
C (-1.4126, 1.0377, 0.0091)
O (3.2221, 0.9220, -0.7932)
O (1.7313, -1.1046, 0.0302)
S (2.6434, 0.3138, 0.3990)
H (-1.8358, -3.3966, 0.3382)
H (0.8855, 2.2751, 1.1411)
H (0.3961, -0.6669, -1.6474)
H (-1.9765, 0.0993, 0.1306)
H (-1.7241, 1.7403, -0.7238)
H (-1.6178, 1.6102, 0.8956)

Cartesian forces (eV/Å) of the 3 atoms listed first:
-0.066 1.037 0.024
2.738 0.302 -1.187
-0.359 -3.943 -2.547

Values from the calculation:
- energy relative to the best compared isomer or geometry (same formula, charge and spin) (kJ/mol) = 376.4
- HOMO (eV) = -9.625

Entry 3:
DFT (the ωB97M-V functional and the def2-TZVPD basis) results for C46H48N3PY as an isolated structure.

Atoms and positions in Å:
Y (0.7635, -0.8291, 0.1858)
N (0.4142, -2.6786, 1.6765)
N (1.0989, -2.7169, -1.5909)
C (2.7748, 1.0713, -0.7281)
C (3.6080, -0.0465, -0.4314)
C (3.3458, -0.4505, 0.9103)
C (4.0344, -1.5472, 1.6428)
H (4.6110, -2.1831, 0.9594)
H (3.3216, -2.1860, 2.1802)
H (4.7407, -1.1606, 2.3957)
C (2.4247, 0.4782, 1.4913)
C (1.9717, 0.4614, 2.9105)
H (2.6157, 1.0776, 3.5505)
H (1.9800, -0.5491, 3.3514)
H (0.9635, 0.8750, 3.0231)
C (2.0484, 1.4156, 0.4544)
C (1.1707, 2.6084, 0.5964)
H (0.3414, 2.4262, 1.2896)
H (0.7441, 2.9184, -0.3692)
H (1.7122, 3.4797, 0.9905)
C (4.6360, -0.6797, -1.2998)
H (5.6102, -0.7658, -0.7910)
H (4.8145, -0.1078, -2.2175)
H (4.3506, -1.7040, -1.5894)
C (2.7203, 1.8506, -1.9930)
H (1.6806, 1.9770, -2.3261)
H (3.2632, 1.3556, -2.8052)
H (3.1367, 2.8668, -1.8923)
C (-0.3146, -3.0751, 2.7403)
H (-0.3488, -2.3829, 3.5838)
C (-1.0286, -4.2618, 2.7317)
H (-1.6786, -4.4939, 3.5688)
C (-0.9477, -5.1155, 1.6136)
H (-1.5767, -6.0009, 1.5469)
C (-0.0545, -4.8066, 0.5986)
H (0.1259, -5.4698, -0.2462)
C (0.6151, -3.5737, 0.6539)
C (1.5719, -3.0636, -0.3223)
H (2.6423, -3.2981, -0.2587)
C (0.9305, -1.4037, -2.0311)
C (1.0220, -3.6131, -2.6736)
H (1.1415, -4.6725, -2.5175)
C (0.9196, -2.8598, -3.7766)
H (0.8843, -3.1379, -4.8140)
N (0.9208, -1.5257, -3.3817)
C (1.0200, -0.4137, -4.2635)
C (2.2498, -0.1386, -4.8842)
C (2.3053, 0.9780, -5.7224)
H (3.2446, 1.1890, -6.2356)
C (1.2023, 1.8095, -5.9162)
C (1.2731, 3.0043, -6.8103)
H (1.2385, 3.9364, -6.2362)
H (0.4276, 3.0212, -7.5023)
H (2.1878, 3.0008, -7.4015)
C (0.0180, 1.5360, -5.2300)
H (-0.8509, 2.1830, -5.3701)
C (-0.0867, 0.4393, -4.3774)
C (-1.3723, 0.1108, -3.6756)
H (-1.7719, -0.8725, -3.9746)
H (-2.1263, 0.8696, -3.9282)
H (-1.2703, 0.1146, -2.5779)
C (3.4791, -0.9944, -4.7255)
H (3.5554, -1.7515, -5.5241)
H (3.5608, -1.5119, -3.7599)
H (4.3704, -0.3516, -4.8172)
C (-5.4382, 3.6403, 1.7634)
C (-5.2282, 2.7688, 2.8317)
C (-4.2585, 1.7689, 2.7396)
C (-3.4013, 1.7140, 1.6297)
C (-3.6873, 2.5033, 0.4987)
C (-4.6898, 3.4808, 0.5957)
P (-1.8523, 0.7315, 1.8319)
C (-1.2769, 1.7567, 3.2980)
C (-1.1889, 3.1400, 3.0288)
C (-0.8407, 4.0501, 4.0220)
C (-0.5407, 3.5959, 5.3087)
C (-0.5336, 2.2207, 5.5654)
C (-0.8642, 1.2962, 4.5596)
C (-2.6891, -0.8623, 2.2419)
C (-3.0003, -1.2985, 3.5359)
C (-3.9493, -2.3154, 3.7128)
C (-4.5338, -2.9415, 2.6076)
C (-4.1115, -2.5972, 1.3183)
C (-3.1704, -1.5874, 1.1299)
H (-6.2007, 4.4144, 1.8397)
H (-5.8070, 2.8501, 3.7451)
H (-4.1191, 1.0654, 3.5605)
H (-3.1217, 2.3605, -0.4244)
H (-4.8779, 4.1274, -0.2553)
H (-1.4244, 3.5129, 2.0296)
H (-0.8073, 5.1121, 3.7745)
H (-0.2994, 4.3144, 6.0968)
H (-0.2600, 1.8571, 6.5567)
H (-0.7619, 0.2266, 4.7563)
H (-2.5192, -0.8428, 4.4030)
H (-4.2410, -2.6049, 4.7207)
H (-5.3115, -3.6927, 2.7488)
H (-4.5315, -3.1045, 0.4510)
H (-2.8393, -1.3217, 0.1196)

Cartesian forces (eV/Å) of the 3 atoms listed first:
0.475 0.157 1.145
0.354 1.742 -0.108
-0.411 -0.641 -3.140

Values from the calculation:
- energy relative to the best compared isomer or geometry (same formula, charge and spin) (kJ/mol) = 92.8
- HOMO (alpha / beta) (eV) = -0.793 / -0.628
- charge = -1

Entry 4:
DFT (the ωB97M-V functional and the def2-TZVPD basis) results for a single C5H9NO2 molecule.

Atoms and positions in Å:
C (-0.6472, 2.2404, -0.0218)
C (1.3535, -0.9608, -1.5279)
C (-0.0999, -0.0149, 0.7786)
C (-0.3639, -1.2517, 0.0465)
C (-1.2120, -1.8185, 0.9347)
O (-1.0347, 0.8890, 0.0892)
O (0.2470, -1.7165, -1.0400)
N (0.9220, 0.2782, 1.4573)
H (0.8684, 1.1608, 1.9528)
H (-0.2674, 2.6291, 0.9358)
H (0.1143, 2.3857, -0.7838)
H (-1.5436, 2.8107, -0.2902)
H (2.1350, -0.8698, -0.7703)
H (1.7469, -1.5305, -2.3781)
H (1.0278, 0.0458, -1.8244)
H (-1.1382, -2.8825, 1.0872)
H (-2.1079, -1.3945, 1.3542)

Cartesian forces (eV/Å) of the 3 atoms listed first:
-0.333 0.493 0.873
0.335 0.085 -0.120
0.774 3.543 -4.270

Values from the calculation:
- energy relative to the best compared isomer or geometry (same formula, charge and spin) (kJ/mol) = 439.8
- SMILES string = [H]/N=C(\OC)C(=C)OC
- HOMO (eV) = -8.178

Number 1: calculated total energy -226506.512 eV. Number 2: calculated total energy -21244.858 eV. Number 3: calculated total energy -63281.139 eV. Number 4: calculated total energy -10912.018 eV.